# 1
Molecular formula: C6H16N2O
Method: DFT, ωB97M-V/def2-TZVPD

Energy: -11507.107 eV
SMILES: CC[C@](C)(O)[C@H](N)CN
E_HOMO: -0.2831 hartree
Max |F|: 5.52 eV Å⁻¹

```
! RIJCOSX wB97M-V def2-TZVPD def2/J DEFGRID3
* xyz 0 1
C -2.7076 1.4308 -0.7861
C -1.2618 1.0840 -1.0721
C -0.5709 -0.1316 0.1333
C -0.8548 -1.5292 -0.3420
O -1.2021 0.0689 1.3553
C 0.8037 0.3780 0.0585
N 1.5051 0.1742 -1.1571
C 1.6152 -0.6641 1.3714
N 3.0189 -0.7838 1.0119
H -3.1294 2.0881 -1.5513
H -3.3278 0.5357 -0.7384
H -2.7904 1.9618 0.1653
H -0.6772 1.9935 -1.2169
H -1.1769 0.5334 -2.0080
H -1.5787 -1.5574 -1.1537
H -0.0533 -2.1399 -0.7524
H -1.2659 -2.2016 0.4083
H -1.0279 0.9638 1.6702
H 0.8897 1.4046 0.4251
H 1.8034 -0.8044 -1.1963
H 2.3451 0.7390 -1.1799
H 1.2349 -1.6721 1.5539
H 1.4440 -0.0751 2.2783
H 3.3654 -1.7069 1.2474
H 3.5994 -0.0897 1.4752
*
```

# 2
Molecular formula: C30H33ClN5O2Pd
Method: DFT, ωB97M-V/def2-TZVPD

Energy: -59190.267 eV
E_HOMO: -0.3998 hartree
Max |F|: 0.57 eV Å⁻¹

```
! RIJCOSX wB97M-V def2-TZVPD def2/J DEFGRID3
* xyz 1 1
Pd -0.4053 -0.2152 0.2438
C 0.1933 -2.0787 -2.1660
C -0.4041 -0.9518 -3.0044
C -0.2736 0.5211 -2.6113
C -0.4482 1.4027 -3.6534
C -0.2742 2.7645 -3.4445
C 0.0768 3.2257 -2.2066
C 0.1937 2.3187 -1.1396
N 0.0095 0.9740 -1.3596
N -0.5124 -2.3297 -0.9201
C -1.9006 -2.7350 -1.0475
C -2.8500 -1.5555 -1.1149
C -4.1174 -1.6785 -1.6608
C -4.9567 -0.5790 -1.6782
C -4.4965 0.6213 -1.1569
C -3.2210 0.6666 -0.6368
N -2.4190 -0.4035 -0.6064
C 0.2025 -3.1679 0.0325
C -0.2301 -2.8357 1.4487
C -0.0592 -3.7305 2.4863
C -0.4166 -3.3678 3.7758
C -0.9540 -2.1125 3.9961
C -1.0918 -1.2568 2.9246
N -0.7445 -1.6092 1.6823
H 0.2513 -2.9856 -2.7843
H 1.2165 -1.8031 -1.9007
H 0.0885 -1.0238 -3.9749
H -1.4584 -1.1481 -3.2135
H -0.6814 1.0203 -4.6376
H -0.3813 3.4594 -4.2678
H 0.2620 4.2695 -2.0465
H 0.7668 1.9608 0.7597
H -2.0635 -3.3947 -1.9094
H -2.1742 -3.3097 -0.1599
H -4.4337 -2.6281 -2.0736
H -5.9501 -0.6525 -2.1004
H -5.1127 1.5093 -1.1581
H -2.8066 1.5811 -0.2311
H 0.0698 -4.2386 -0.1660
H 1.2719 -2.9518 -0.0336
H 0.3641 -4.7052 2.2794
H -0.2696 -4.0556 4.5975
H -1.2336 -1.7800 4.9850
H -1.4607 -0.2485 3.0446
C 0.7177 3.7988 2.2117
C 0.4086 4.0423 0.7360
C -1.0019 4.6296 0.5969
C 1.4594 5.0140 0.1824
N 0.4395 2.6901 0.1300
H 0.7460 4.7485 2.7431
H 1.6906 3.3164 2.3277
H -0.0328 3.1558 2.6728
H -1.0898 5.5448 1.1839
H -1.7382 3.9161 0.9650
H -1.2338 4.8762 -0.4411
H 1.5559 5.8523 0.8735
H 1.1969 5.4427 -0.7803
H 2.4341 4.5304 0.1037
Cl 5.6449 -3.6146 -0.9694
C 4.5623 -2.6360 -0.0408
C 4.3759 -2.9097 1.3075
C 3.5024 -2.1251 2.0429
C 2.8023 -1.0882 1.4364
C 3.0176 -0.8150 0.0883
C 3.9023 -1.5829 -0.6553
C 1.8145 -0.2824 2.2573
O 1.8068 -0.3648 3.4666
O 0.9921 0.4810 1.5781
H 4.9197 -3.7226 1.7695
H 3.3461 -2.3073 3.0983
H 2.5054 0.0153 -0.3775
H 4.0901 -1.3684 -1.6993
*
```

# 3
Molecular formula: C17H13F2N4O5
Method: DFT, ωB97M-V/def2-TZVPD

Energy: -39468.240 eV
E_HOMO: -0.1592 hartree
Max |F|: 4.49 eV Å⁻¹

```
! RIJCOSX wB97M-V def2-TZVPD def2/J DEFGRID3
* xyz -1 1
O 1.0464 -6.1460 -0.7185
C 1.2006 -5.0349 -1.1643
O 2.4322 -4.3559 -1.0635
C 0.0345 -4.2345 -1.8541
C -0.0207 -2.8230 -1.1330
C -0.2308 -2.8415 0.3492
N -0.3370 -1.7063 1.0845
C -0.1871 -0.5483 0.3298
C -0.2825 0.7674 1.0601
C -0.5693 0.7525 2.6099
C -1.9584 0.0757 2.9637
F -2.5347 0.8413 4.0446
C -0.0966 2.0185 0.3546
C -0.1535 3.4226 1.0178
C -1.3704 3.9217 1.6655
C -1.5275 5.2562 2.2840
C -0.2629 6.0583 2.2201
C 0.8796 5.4070 1.5743
N 0.9824 4.1874 0.9790
C 0.1535 2.0171 -1.1407
C 0.2385 0.7450 -1.8092
F 0.4692 0.7524 -3.1741
C 0.0550 -0.5939 -1.1218
N 0.1279 -1.7275 -1.9267
H 2.5967 -4.1254 -0.1281
H 0.2437 -4.1101 -2.9619
H -0.9596 -4.7602 -1.7451
H -0.3043 -3.8355 0.8658
H 0.2179 0.1604 3.1636
H -0.5946 1.7841 3.0506
H -2.6745 0.0370 2.1000
H -1.8419 -0.9656 3.3858
H -2.2704 3.2469 1.6573
H -2.4678 5.6256 2.7491
H -0.2038 7.0855 2.6606
H 1.8283 6.0179 1.5701
H 0.2893 2.9821 -1.6789
N 2.0149 -3.8362 -5.5320
O 1.3316 -3.0529 -6.2166
O 1.4584 -4.5731 -4.6831
O 3.2475 -3.8916 -5.6883
*
```